(1)
58
Properties=species:S:1:pos:R:3:forces:R:3:nbo_charge:R:1 method="wB97M-V/def2-TZVPD" total_energy_ev=-46754.5181 orbital_gap_ev=9.29 homo_ha=-0.3244 smiles="CCCCNC(=O)CN1C(=O)COc2ccc(S(=O)(=O)N3CCCCCC3)cc21" largest_force_ev_per_a=1.1
C -4.87405 -3.84256 4.46144 0.07 0.22 0.07 -0.6078
C -4.40607 -2.42208 4.16638 -0.08 -0.11 -0.24 -0.3925
C -3.75732 -2.27520 2.79020 0.17 -0.01 0.29 -0.3983
C -2.41904 -3.00763 2.68355 -0.17 0.14 0.14 -0.2292
N -1.81656 -2.80226 1.38542 -0.40 -0.31 0.02 -0.6159
C -0.69294 -2.09396 1.20250 0.10 -0.16 -0.70 0.6609
O -0.00606 -1.62856 2.08529 0.31 0.27 0.32 -0.6226
C -0.33785 -1.92347 -0.28641 0.09 -0.22 0.25 -0.3120
N -1.22533 -0.97780 -0.94141 0.11 -0.11 -0.01 -0.4132
C -2.37275 -1.44150 -1.49209 -0.12 0.13 -0.22 0.6686
O -2.72822 -2.60151 -1.38959 -0.20 -0.09 -0.11 -0.6269
C -3.20552 -0.39905 -2.21717 -0.42 -0.21 0.12 -0.1573
O -2.45095 0.63095 -2.81744 0.39 0.09 -0.06 -0.4727
C -1.49193 1.16387 -2.00788 0.15 0.17 0.26 0.2909
C -1.10358 2.48292 -2.19913 -0.03 -0.28 0.05 -0.2620
C -0.13330 3.03740 -1.38341 -0.08 0.10 -0.03 -0.1314
C 0.40703 2.28432 -0.35894 0.50 0.30 0.35 -0.3846
S 1.70449 3.00756 0.65435 0.07 0.11 -0.14 2.3402
O 1.58140 4.43371 0.57983 -0.07 -0.03 -0.29 -0.9431
O 1.69768 2.37515 1.93578 -0.06 -0.39 -0.11 -0.9294
N 3.11354 2.57876 -0.11244 -0.75 0.34 0.70 -0.6727
C 3.46452 3.33755 -1.28965 -0.07 0.41 -0.49 -0.2344
C 3.25054 2.62094 -2.62610 0.31 0.03 0.06 -0.4279
C 4.44977 1.76130 -3.02491 -0.27 -0.21 -0.03 -0.3934
C 4.63008 0.50649 -2.17411 0.26 0.21 -0.02 -0.3924
C 4.73790 0.77085 -0.67203 -0.30 -0.06 -0.16 -0.4147
C 3.40331 1.16303 -0.04195 0.17 -0.58 0.40 -0.2344
C 0.04133 0.96594 -0.15610 -0.18 -0.08 -0.01 -0.1769
C -0.88866 0.38369 -1.01014 -0.05 0.50 -0.23 0.0723
H -5.54043 -4.19544 3.67719 -0.08 -0.09 -0.07 0.2003
H -4.03307 -4.52672 4.53493 0.04 -0.15 0.02 0.2001
H -5.41320 -3.87046 5.40528 -0.05 -0.10 0.08 0.2124
H -5.26671 -1.75129 4.21390 0.05 0.05 0.07 0.2033
H -3.69665 -2.10449 4.93275 -0.01 0.10 0.05 0.1996
H -3.58467 -1.21501 2.58980 0.02 0.00 -0.10 0.2074
H -4.43692 -2.65659 2.02338 -0.05 0.04 -0.07 0.1923
H -2.55769 -4.08092 2.83903 0.07 0.07 0.08 0.1925
H -1.71572 -2.62471 3.42618 -0.07 -0.12 -0.02 0.2304
H -2.33676 -3.11200 0.57317 0.20 0.10 -0.05 0.4242
H -0.44846 -2.88399 -0.79773 0.06 0.15 0.04 0.2438
H 0.69029 -1.57147 -0.37373 -0.12 -0.03 0.05 0.2310
H -3.76745 -0.88539 -3.01696 0.12 -0.01 0.21 0.2315
H -3.92169 0.02587 -1.49402 0.11 -0.07 -0.10 0.2004
H -1.57082 3.04880 -2.98844 -0.07 0.08 -0.09 0.2348
H 0.18421 4.05989 -1.50331 -0.02 0.16 -0.07 0.2356
H 4.51448 3.64258 -1.20994 -0.09 0.05 -0.01 0.1953
H 2.85806 4.24219 -1.23220 0.24 0.05 -0.17 0.2416
H 3.10231 3.38031 -3.39648 -0.08 0.01 0.01 0.2179
H 2.34340 2.01455 -2.58330 -0.10 0.00 -0.06 0.2042
H 5.35300 2.37254 -2.96062 0.06 0.05 -0.05 0.1940
H 4.33554 1.45504 -4.06766 0.08 0.04 -0.02 0.2086
H 3.79180 -0.17258 -2.35152 -0.01 -0.08 -0.01 0.1917
H 5.53753 -0.00296 -2.50692 -0.04 -0.08 -0.03 0.2100
H 5.48117 1.54145 -0.47118 0.14 0.01 0.09 0.2090
H 5.07364 -0.14811 -0.18764 0.01 0.07 0.07 0.2220
H 3.39438 0.92086 1.02285 0.03 -0.19 -0.16 0.2401
H 2.60366 0.57848 -0.52475 0.10 -0.05 0.03 0.1724
H 0.45532 0.43073 0.68407 0.02 -0.22 0.10 0.2661


(2)
57
Properties=species:S:1:pos:R:3:forces:R:3:nbo_charge:R:1 method="wB97M-V/def2-TZVPD" total_energy_ev=-34805.3592 orbital_gap_ev=8.61 homo_ha=-0.2939 smiles="CCCC(=O)Nc1ccc2c(c1)nc(CN1CCN(C(=O)OCC)CC1)n2C" largest_force_ev_per_a=0.8
C 8.22447 2.74825 -0.69927 -0.10 -0.15 0.14 -0.6015
C 7.35252 1.76528 0.06974 -0.11 0.06 -0.19 -0.3874
C 6.04819 1.47310 -0.66630 0.36 -0.06 0.42 -0.4984
C 5.17438 0.49514 0.10768 0.00 0.30 -0.49 0.6911
O 5.49553 0.01276 1.16955 0.08 -0.11 0.26 -0.6087
N 4.00193 0.23839 -0.54216 -0.14 0.13 -0.35 -0.5997
C 2.93004 -0.58374 -0.16841 -0.25 -0.16 0.03 0.1484
C 2.94118 -1.31233 1.03085 0.16 -0.03 0.18 -0.2552
C 1.87984 -2.11244 1.39652 -0.14 -0.08 0.00 -0.2303
C 0.79373 -2.17918 0.53903 0.29 0.46 -0.41 0.1425
C 0.77632 -1.45383 -0.67376 0.07 -0.34 0.70 0.0996
C 1.84726 -0.64831 -1.03291 0.09 -0.08 0.20 -0.2422
N -0.40238 -1.69435 -1.32611 -0.20 -0.12 -0.44 -0.4888
C -1.08110 -2.50669 -0.56302 0.22 -0.08 -0.04 0.3824
C -2.45269 -3.01313 -0.89540 -0.27 -0.07 0.03 -0.2614
N -3.55724 -2.07842 -0.79340 0.00 -0.16 0.01 -0.4342
C -3.71246 -1.10828 -1.86080 0.14 0.26 -0.08 -0.2229
C -2.87600 0.16389 -1.66663 -0.06 0.02 -0.41 -0.2647
N -3.14295 0.72253 -0.35537 0.01 -0.14 0.10 -0.4511
C -3.78277 1.90355 -0.23942 0.10 0.09 0.21 0.8935
O -4.06044 2.62229 -1.17252 -0.21 0.33 -0.18 -0.6698
O -4.04540 2.21836 1.05704 0.11 -0.31 -0.12 -0.5343
C -4.70424 3.46409 1.26433 -0.29 0.43 -0.10 -0.0662
C -6.20681 3.35165 1.04631 0.40 -0.12 -0.01 -0.6355
C -2.91577 -0.20196 0.73106 -0.12 -0.22 0.30 -0.2373
C -3.76680 -1.46337 0.49971 0.09 0.16 0.14 -0.2266
N -0.40970 -2.84621 0.58488 -0.05 0.19 -0.33 -0.3776
C -0.83194 -3.74478 1.62225 -0.23 -0.25 0.22 -0.4043
H 9.14662 2.94173 -0.15738 0.11 0.07 -0.01 0.2122
H 7.70521 3.69434 -0.83939 0.00 0.13 -0.06 0.1987
H 8.48063 2.34994 -1.67911 0.06 0.02 -0.13 0.1984
H 7.89018 0.82811 0.22074 -0.03 0.01 0.10 0.2106
H 7.11803 2.16744 1.05641 0.03 -0.09 0.03 0.2107
H 6.26225 1.04790 -1.65090 -0.06 0.04 -0.05 0.2171
H 5.48814 2.40059 -0.81506 -0.03 -0.01 -0.09 0.2171
H 3.86266 0.71040 -1.42523 0.16 -0.02 0.19 0.3948
H 3.80167 -1.23499 1.67285 0.01 0.00 0.02 0.2599
H 1.91051 -2.66039 2.32635 0.04 -0.03 0.10 0.2117
H 1.82512 -0.09308 -1.95798 0.00 0.08 -0.14 0.2145
H -2.43586 -3.37070 -1.92849 0.06 -0.06 0.12 0.2313
H -2.69010 -3.86030 -0.24380 0.06 -0.03 -0.10 0.2011
H -3.45002 -1.57824 -2.80844 -0.04 -0.01 -0.05 0.2062
H -4.77377 -0.83470 -1.88683 0.04 0.05 -0.09 0.1949
H -3.13976 0.91447 -2.41157 0.04 -0.09 0.04 0.2412
H -1.81239 -0.08132 -1.74302 -0.25 0.14 -0.05 0.2338
H -4.47474 3.73354 2.29794 0.00 -0.02 -0.13 0.1834
H -4.28181 4.20886 0.58209 -0.03 -0.09 0.18 0.1993
H -6.40702 3.09939 0.00805 -0.06 0.01 -0.06 0.2260
H -6.68110 4.30141 1.27661 -0.10 0.10 0.03 0.2130
H -6.62504 2.57908 1.68772 -0.07 -0.03 0.07 0.2048
H -3.18567 0.27231 1.67319 0.08 -0.10 -0.07 0.2375
H -1.85003 -0.45424 0.75055 -0.04 0.02 0.09 0.1931
H -3.57757 -2.19899 1.28377 -0.03 -0.03 0.05 0.1918
H -4.82320 -1.17463 0.55015 0.03 0.02 0.12 0.2003
H -1.04218 -4.73689 1.21600 0.03 0.05 0.09 0.2099
H -1.72562 -3.37040 2.12707 0.08 -0.06 0.02 0.2055
H -0.03185 -3.83293 2.35425 -0.06 -0.02 -0.02 0.2218


(3)
57
Properties=species:S:1:pos:R:3:forces:R:3:nbo_charge:R:1 method="wB97M-V/def2-TZVPD" total_energy_ev=-34805.2237 orbital_gap_ev=8.63 homo_ha=-0.2886 smiles="CNC(=O)[C@@H](Cc1c[nH]c2ccccc12)NC(=O)[C@@H](CCCCN)NC(C)=O" largest_force_ev_per_a=3.6
C -1.31068 3.43140 -3.32174 -0.59 -0.54 -1.22 -0.4176
N -0.52334 2.92998 -2.22785 1.44 1.12 -0.26 -0.5975
C -0.95620 2.07403 -1.30790 -0.87 -0.86 0.60 0.6783
O -2.04069 1.51976 -1.37619 -0.22 -0.01 -0.14 -0.6413
C -0.07693 1.79699 -0.07707 1.06 0.41 -0.12 -0.1209
C -0.71151 2.49049 1.13761 -0.17 -0.41 0.95 -0.4084
C -0.06772 2.33336 2.50904 0.35 -0.10 0.55 -0.1296
C 1.14066 1.77514 2.76318 0.15 0.07 -0.02 -0.0176
N 1.39985 1.73468 4.12435 0.80 -0.45 0.64 -0.5393
C 0.33037 2.26936 4.86219 0.09 -0.16 -1.30 0.1250
C 0.04004 2.38410 6.25592 0.53 -0.31 -0.98 -0.2497
C -1.15542 2.98870 6.60809 0.12 -0.02 -0.35 -0.2105
C -2.08942 3.41969 5.65696 1.31 -0.69 -1.78 -0.2443
C -1.80821 3.24365 4.28506 0.43 -0.28 0.95 -0.2053
C -0.58570 2.68149 3.83934 -1.11 0.22 0.82 -0.0213
N 0.11177 0.36768 0.06580 -1.47 -0.03 1.89 -0.5858
C 0.83197 -0.33829 -0.77185 2.41 -0.29 -2.64 0.6753
O 1.46715 0.20083 -1.69571 -0.66 -0.46 0.79 -0.6658
C 0.87352 -1.87479 -0.60367 -1.11 -0.12 0.62 -0.1046
C -0.19048 -2.54921 -1.48665 0.29 2.30 -1.04 -0.4051
C 0.06318 -2.25979 -2.98825 -0.09 -0.56 -0.12 -0.4243
C 0.20042 -3.53010 -3.79567 -0.09 -1.16 0.13 -0.3994
C 1.25128 -4.51124 -3.26149 0.27 0.04 -0.54 -0.2248
N 2.64298 -4.00839 -3.42494 -0.94 0.21 0.48 -0.8547
N 2.17638 -2.44264 -0.82354 -1.03 -0.44 -1.47 -0.6349
C 3.10249 -2.33581 0.09847 2.42 -0.11 1.01 0.6863
C 4.48821 -2.89894 -0.23053 -0.47 -0.16 -1.14 -0.7053
O 2.92193 -1.79376 1.16653 -0.45 0.71 1.11 -0.6591
H -0.68178 3.90447 -4.11342 -0.25 -0.58 0.75 0.2077
H -1.90632 2.60040 -3.77770 0.56 0.68 0.36 0.2244
H -2.01293 4.18635 -2.99033 -0.26 0.17 0.15 0.1963
H 0.39968 3.33147 -2.12598 -0.18 -0.29 0.12 0.3997
H 0.92278 2.20327 -0.26398 0.01 0.13 0.03 0.2091
H -1.70938 2.06387 1.24853 -0.32 0.35 -0.27 0.2294
H -0.77240 3.55934 0.92356 -0.30 -0.05 -0.22 0.2254
H 1.84543 1.42398 2.00613 -0.06 -0.09 0.64 0.2278
H 2.26145 1.30842 4.47867 -0.86 0.41 -0.04 0.4157
H 0.70415 1.95537 7.02408 -0.27 0.42 -0.53 0.2200
H -1.38505 3.13048 7.64364 -0.06 -0.08 0.49 0.2104
H -3.03087 3.82869 5.93647 -0.49 0.29 0.29 0.2126
H -2.56305 3.48754 3.57326 -0.43 0.30 -0.48 0.2051
H -0.27841 -0.14417 0.84946 -0.14 0.50 -0.08 0.4111
H 0.57592 -2.07770 0.42792 0.24 -0.06 0.17 0.2128
H -0.23608 -3.58665 -1.27559 -0.12 -0.95 0.30 0.2049
H -1.15998 -2.08825 -1.29941 -0.02 -0.18 0.58 0.2284
H 0.95364 -1.65221 -3.15062 -0.19 0.24 0.20 0.2367
H -0.81504 -1.76347 -3.41092 0.32 0.41 0.13 0.2160
H 0.44907 -3.27314 -4.82896 -0.19 -0.15 -0.10 0.2012
H -0.77841 -4.06111 -3.77008 0.55 0.22 -0.27 0.2033
H 1.21225 -5.47854 -3.78148 -0.58 0.11 0.15 0.1781
H 1.07002 -4.68171 -2.19474 0.15 -0.17 -0.19 0.1817
H 2.75832 -3.71016 -4.38746 0.22 -0.06 0.06 0.3632
H 3.21080 -4.82022 -3.25801 0.68 -0.03 -0.16 0.3616
H 2.42294 -2.96876 -1.66465 -0.30 0.49 -0.18 0.4410
H 5.25141 -2.47036 0.39687 -0.01 0.28 0.29 0.2361
H 4.71910 -2.68029 -1.28840 0.02 -0.15 0.39 0.2207
H 4.52293 -3.98178 -0.10559 -0.14 -0.04 0.02 0.2217


Energy relative to the best compared isomer or geometry (same formula, charge and spin) values, unit kcal/mol, following the record order: 30.1, 6.7, 9.8.